1.
Here is a molecular structure, O3S2 at a distorted geometry from OMol25. Energies are from ωB97M-V/def2-TZVPD.

Values from the calculation:
- Relative energy (zero: lowest compared OMol25 entry of this formula, charge and spin): 34.3 kcal per mole
- Kohn-Sham gap: 7.8 eV
- Lowest unoccupied orbital energy: -2.0 eV
- 2S+1: 1
- Calculated total energy: -27809.21495 eV

Positions of all 5 atoms, in Å:
S (0.6118, 0.1268, 0.5980)
S (-0.6141, -0.5753, -1.6530)
O (0.0358, 0.9657, -0.9028)
O (0.2337, 0.5857, 1.9401)
O (-0.2672, -1.1029, 0.0177)

Forces on the atoms, in the same order (eV/Å):
S 1.4 1.1 0.0
S 1.6 2.1 3.5
O -0.9 -2.0 0.1
O -0.8 -0.8 -2.8
O -1.2 -0.4 -0.8

=====

2.
Here is a gas-phase ion, O5S2 (charge -2) at a distorted geometry from OMol25. Energies are from ωB97M-V/def2-TZVPD.

Values from the calculation:
- Relative energy (zero: lowest compared OMol25 entry of this formula, charge and spin): 7.4 kcal per mole
- Kohn-Sham gap: 6.2 eV
- Lowest unoccupied orbital energy: 6.4 eV
- 2S+1: 1
- Calculated total energy: -31907.04899 eV
- Net charge: -2

Positions of all 7 atoms, in Å:
S (-0.1802, 0.1856, -1.6121)
S (-0.1385, -0.1401, 1.7419)
O (-0.3017, 1.6320, -1.9539)
O (0.9817, -1.1412, 2.0256)
O (1.1405, -0.2511, -2.0965)
O (-0.0330, 0.5092, 0.1059)
O (-1.4688, -0.7944, 1.7890)

Forces on the atoms, in the same order (eV/Å):
S 0.3 1.5 0.6
S 1.1 -0.4 -0.1
O -0.8 -0.2 -0.5
O -1.5 1.1 -0.9
O 0.4 -0.9 0.1
O 0.4 -0.9 0.8
O 0.1 -0.3 -0.1

=====

3.
Here is 2 unconnected molecules or ions with the total composition S2 at a distorted geometry from OMol25. Energies are from ωB97M-V/def2-TZVPD.

Values from the calculation:
- Relative energy (zero: lowest compared OMol25 entry of this formula, charge and spin): 157.1 kcal per mole
- Kohn-Sham gap: 4.4 eV
- Lowest unoccupied orbital energy: -5.2 eV
- 2S+1: 1
- Calculated total energy: -21662.18496 eV

Positions of all 2 atoms, in Å:
S (0.0000, 0.0000, -1.6800)
S (0.0000, 0.0000, 1.6800)

Forces on the atoms, in the same order (eV/Å):
S 0.0 0.0 3.3
S 0.0 0.0 -3.3

=====

4.
Here is S3 in the gas phase at a distorted geometry from OMol25. Energies are from ωB97M-V/def2-TZVPD.

Values from the calculation:
- Relative energy (zero: lowest compared OMol25 entry of this formula, charge and spin): 72.7 kcal per mole
- Kohn-Sham gap (spin up / spin down): 6.0 / 6.0 eV
- Lowest unoccupied orbital energy (spin up / spin down): -3.7 / -3.7 eV
- 2S+1: 1
- Calculated total energy: -32501.52070 eV

Positions of all 3 atoms, in Å:
S (-2.2528, 0.1548, -0.0021)
S (0.0729, -0.4144, 0.0010)
S (2.1798, 0.2596, 0.0011)

Forces on the atoms, in the same order (eV/Å):
S 3.3 -0.1 0.0
S 1.6 0.9 0.0
S -4.9 -0.8 0.0